DFT (the ωB97M-V functional and the def2-TZVPD basis) results for a structure of composition C49H46GdN3O2SSb.

Frontier orbital gap (spin up / spin down), eV: 5.47 / 7.24
HOMO (spin up / spin down), eV: -9.98 / -9.99
Spin multiplicity: 8
Charge: +1

Structure (XYZ):
```
103
Properties=species:S:1:pos:R:3:forces:R:3:mulliken_spin:R:1
Gd 0.216792 1.715375 2.034771 -0.751 -0.513 0.373 7.334
O 2.911539 -0.172874 3.620440 0.196 -0.377 -0.855 -0.001
C 0.894342 -1.552616 4.107105 -0.727 -0.476 1.023 0.005
C 1.683715 -2.815146 4.410624 0.884 0.378 0.775 0.002
C 1.462108 -3.548011 5.513493 -1.290 0.690 -0.638 0.000
C 0.393898 -3.242920 6.493918 -0.042 -0.362 0.059 0.000
C -0.437698 -2.207339 6.330571 0.051 -0.803 1.410 0.000
C -0.305158 -1.291267 5.211213 1.180 0.922 -1.467 0.002
C -1.443609 0.571520 4.770056 -0.037 0.135 -0.074 -0.009
N -1.340103 1.668732 3.794743 0.376 -1.294 0.032 -0.152
C -2.223655 2.802164 4.076396 -0.121 -0.363 -2.176 -0.007
C -1.412012 4.037362 3.787306 -0.590 2.041 0.343 0.004
N -0.658058 4.051441 2.533236 -0.058 -0.967 0.821 -0.017
C -0.638059 5.117418 1.843860 -0.768 -0.478 -0.858 0.004
C 0.076338 5.229277 0.598411 0.198 -0.421 0.040 0.011
C 0.217570 6.536355 0.094846 0.314 -0.957 1.005 0.000
C 0.942052 6.730310 -1.039246 -0.373 1.260 -1.440 0.000
C 1.434106 5.641572 -1.755891 0.451 0.206 0.325 0.000
C 1.242198 4.357080 -1.302154 -0.503 1.259 1.161 -0.004
C 0.576351 4.097204 -0.109430 -1.248 -0.300 0.017 -0.010
O 0.298515 2.784107 0.192929 0.568 1.670 0.438 -0.096
H 2.576016 -3.024413 3.811729 -0.581 -0.036 0.090 0.000
H 1.963982 -4.479236 5.637135 0.685 -0.352 0.224 0.000
H 0.324779 -3.928070 7.350789 -0.080 0.518 -0.336 0.000
H -1.185108 -1.907156 7.117090 0.700 -0.560 -0.900 0.000
H -2.300345 0.758495 5.424014 0.150 0.102 0.072 0.003
H -2.587353 2.791941 5.073845 0.092 0.150 1.251 -0.003
H -3.197833 2.845831 3.495153 1.009 -0.301 0.031 -0.005
H -0.684908 4.210287 4.566660 0.404 -0.367 0.475 0.001
H -2.035901 4.951422 3.846600 -0.069 -0.316 -0.171 0.000
H -1.316316 5.954680 2.046390 0.291 0.040 0.539 -0.001
H -0.149418 7.331724 0.742026 -0.056 0.088 -0.501 0.000
H 0.978461 7.729504 -1.501158 0.348 -0.485 0.452 0.000
H 2.052097 5.839486 -2.621835 -0.225 -0.161 -0.210 0.000
H 1.569836 3.516981 -1.787713 0.939 -1.813 -1.504 -0.001
C -2.222968 -1.345328 -4.907245 0.543 3.088 1.274 0.000
C -1.898703 0.060753 -5.501536 0.261 -0.015 0.502 0.000
C -2.704577 0.598459 -6.500631 -0.982 0.287 -0.787 0.000
C -2.468791 1.849090 -7.090267 1.734 -0.334 1.088 0.000
C -1.333056 2.558394 -6.644573 -0.745 0.540 -0.979 0.000
C -0.555040 2.110496 -5.573245 -1.663 -0.783 -1.448 0.000
C -0.826386 0.868440 -5.014840 -1.245 -0.719 -0.750 0.000
Sb 0.314971 0.376589 -3.367143 1.055 0.065 1.202 0.000
C -1.338267 -0.045356 -1.975970 -0.107 0.028 -0.515 0.001
C -1.564730 -1.319457 -1.500171 -1.517 -1.106 1.422 0.002
C -2.681898 -1.697269 -0.648221 1.926 1.908 -0.994 -0.002
C -3.464703 -0.634992 -0.238114 -1.134 0.819 0.412 0.000
C -3.272575 0.690869 -0.721294 1.461 -2.111 -0.830 0.000
C -2.238413 0.989830 -1.643890 -1.005 -0.161 1.239 -0.003
C -2.148944 2.372719 -2.209625 0.815 0.786 0.128 0.000
C 1.048646 -1.644148 -3.652032 -0.304 1.093 0.194 -0.001
C 1.417517 -2.174841 -2.431896 0.627 -0.553 1.364 0.001
C 1.722501 -3.529085 -2.249776 -0.227 0.755 -1.071 0.000
C 1.689436 -4.337150 -3.395721 0.627 -0.413 1.187 0.000
C 1.457417 -3.766411 -4.612355 0.159 0.097 -2.221 0.000
C 1.183365 -2.403247 -4.801729 -0.057 -0.545 0.059 0.000
C 1.138538 -1.819841 -6.186629 -0.090 -0.689 -0.301 0.000
H -2.362084 -2.027205 -5.689012 -0.453 -1.181 -0.869 0.000
H -3.078945 -1.188013 -4.232866 -0.135 -0.486 -0.524 0.000
H -1.425773 -1.633117 -4.221429 0.023 -0.343 -0.430 0.000
H -3.598913 0.085453 -6.890967 0.574 -0.195 0.455 0.000
H -3.074782 2.226508 -7.906016 0.009 -0.083 0.156 0.000
H -1.081130 3.474712 -7.210278 -0.031 -0.426 0.706 0.000
H 0.239672 2.710931 -5.252776 1.143 0.701 0.572 0.000
H -0.880764 -2.116612 -1.716593 0.242 -0.246 -0.380 0.000
H -2.783449 -2.715919 -0.303833 -0.150 -0.004 -0.027 0.000
H -4.330874 -0.737810 0.459433 0.802 -0.282 -0.619 0.000
H -4.005828 1.384209 -0.419394 -0.493 1.103 0.197 0.001
H -2.419085 3.192528 -1.520192 -0.123 -0.618 -0.038 0.000
H -2.733051 2.502503 -3.108546 -0.386 -0.143 -0.311 0.000
H -1.122841 2.612073 -2.511482 0.003 -0.086 0.071 0.000
H 1.581685 -1.495535 -1.560279 -0.447 -0.576 -0.707 -0.001
H 1.997885 -3.856852 -1.268011 0.186 -0.444 0.223 0.000
H 1.998918 -5.384856 -3.387164 -0.318 0.257 0.297 0.000
H 1.565038 -4.390145 -5.533887 -0.153 0.489 0.898 0.000
H 2.039658 -1.251074 -6.399231 0.153 0.277 0.225 0.000
H 0.282614 -1.149504 -6.331268 0.153 -0.339 -0.179 0.000
H 1.184067 -2.652146 -6.918017 -0.492 0.566 0.232 0.000
N 1.126754 -0.296567 0.853907 -0.285 -0.125 0.681 -0.031
S 0.689295 -1.845194 1.112336 -0.066 0.189 1.642 0.004
C 0.039659 -1.716343 2.836004 -0.030 0.938 -1.210 -0.047
C 1.710782 -0.229871 4.224293 -0.390 -2.134 -0.180 -0.046
C 1.144086 0.639938 5.028480 -0.498 0.649 0.540 0.029
C -0.130824 0.192007 5.662291 -1.373 -0.007 -1.920 0.000
C -1.552751 -0.977260 4.368290 -0.980 -0.471 0.061 -0.014
C -1.264093 -1.412162 2.977039 1.754 0.396 0.561 0.049
C 2.162476 -2.835821 1.384130 0.530 -0.194 -0.485 0.000
C 3.452957 -2.339325 1.289974 -0.410 1.842 -0.577 0.001
C 4.533070 -3.204391 1.167860 -1.385 -0.067 0.829 0.000
C 4.346776 -4.576658 1.293522 -0.775 0.750 0.252 0.000
C 3.049492 -5.076077 1.477689 0.664 1.059 -0.140 0.000
C 1.976242 -4.204306 1.472326 -1.702 -0.505 -0.372 0.000
H 1.195013 -0.213414 -0.153343 -0.091 0.357 -0.272 -0.007
H 3.504436 0.514586 3.936018 -0.180 0.189 0.369 0.000
H 1.620875 1.581022 5.137973 0.195 0.987 0.619 0.003
H -0.321293 0.319161 6.720633 0.514 0.419 0.157 -0.001
H -2.486266 -1.527731 4.655746 0.571 0.883 0.282 0.002
H -2.003286 -1.399899 2.210747 -0.339 -0.060 -0.648 0.000
H 3.589236 -1.219353 1.242335 -0.100 -1.425 -0.003 0.001
H 5.467481 -2.729445 1.107320 1.328 0.073 -0.262 0.000
H 5.208995 -5.196397 1.301101 0.421 -0.678 -0.110 0.000
H 2.876946 -6.107571 1.615804 -0.101 -1.011 0.002 0.000
H 0.919459 -4.588789 1.458309 1.172 0.209 0.232 0.000
```
Positions in Å, forces in eV/Å.

***

DFT (the ωB97M-V functional and the def2-TZVPD basis) results for a cluster of 8 separate species, C49H47N4O28P2 in total.

Frontier orbital gap, eV: 6.97
HOMO, eV: -10.62
Charge: +1

Structure (XYZ):
```
130
Properties=species:S:1:pos:R:3:forces:R:3:lowdin_charge:R:1
C 4.857240 -1.854455 7.092605 0.519 0.315 0.006 -0.146
C 6.087902 -1.065947 6.627767 -0.832 0.227 -0.010 -0.400
P 5.811991 -0.027370 5.115442 1.096 -0.147 -0.949 0.951
C 5.751333 1.670197 5.815150 -0.244 -0.412 0.297 -0.284
N 4.200915 -0.459999 4.518992 -0.740 0.941 -0.192 -0.116
C 2.977161 -0.099501 5.000893 -1.033 -0.341 -0.279 -0.395
N 2.629310 1.196418 5.193258 1.511 -0.548 0.789 0.129
C 2.265997 1.463169 6.623596 -0.253 -0.406 -0.400 -0.154
C 1.115939 0.548715 7.020006 -0.624 0.072 0.235 -0.394
P 1.108913 0.470051 8.858347 1.447 -0.247 0.817 0.753
N 2.570570 0.485288 9.438212 -0.277 -0.167 -0.363 -0.290
C 1.241637 -0.898925 6.505022 -0.867 0.590 0.048 -0.172
N 2.022231 -1.010563 5.252130 1.440 -0.376 0.804 0.127
H 5.112341 -2.410127 7.990893 -0.097 -0.162 0.027 0.081
H 4.074639 -1.143405 7.357086 -0.227 -0.115 0.062 0.037
H 4.520129 -2.543911 6.322470 -0.142 -0.098 0.021 0.063
H 6.379490 -0.407369 7.445370 0.252 0.075 -0.036 0.077
H 6.918420 -1.717556 6.374587 0.078 -0.107 0.096 0.065
H 5.238781 2.393854 5.188274 -0.003 0.081 -0.055 0.035
H 6.794420 1.980116 5.847688 0.105 -0.023 -0.035 0.046
H 5.390386 1.676840 6.842660 -0.245 0.227 -0.001 0.039
H 4.205940 -1.055278 3.704034 0.090 -0.302 0.126 0.107
H 3.411445 1.757312 4.874910 -0.235 0.359 0.144 0.110
H 3.128361 1.194115 7.232313 0.044 0.292 0.198 0.075
H 2.036725 2.515919 6.739556 -0.107 0.067 0.004 0.136
H 0.143235 0.948657 6.730965 0.092 0.142 -0.359 0.117
H 0.432042 -0.717738 9.192157 -0.608 0.273 -0.243 0.028
H 0.359472 1.572531 9.302167 -0.394 -0.128 -0.325 0.015
H 2.775402 -0.346055 9.976509 0.189 0.099 0.145 -0.028
H 0.240677 -1.256710 6.312036 -0.093 -0.104 -0.096 0.097
H 1.650013 -1.541074 7.287375 0.601 -0.092 -0.280 0.106
H 2.383295 -1.949303 5.131489 -0.133 -0.062 -0.002 0.152
C -1.975186 0.812589 1.633408 -0.021 0.198 -0.098 0.089
C -1.103395 0.341407 2.529361 -0.006 0.127 -0.168 -0.240
C -1.536726 -0.523298 3.675565 -0.433 -0.198 0.201 -0.318
O -0.669908 -0.935907 4.445516 -0.168 0.272 -0.283 0.024
C -2.938765 -0.827742 3.825430 0.199 -0.036 0.156 0.080
C -3.817041 -0.352198 2.929963 -0.007 -0.151 0.323 -0.228
C -3.385021 0.492085 1.762310 0.288 0.224 -0.130 -0.299
O -4.240835 0.858943 0.983719 -0.165 -0.177 0.015 0.135
O -5.114215 -0.592220 3.003447 0.059 -0.008 -0.251 0.108
O 0.205514 0.585821 2.481173 -0.003 -0.030 0.106 0.113
H -1.678215 1.433559 0.799505 0.039 -0.001 0.013 0.129
H -3.238558 -1.441121 4.664370 -0.035 -0.012 -0.025 0.143
H -5.518020 -0.139081 2.234605 -0.032 0.000 -0.023 0.136
H 0.584850 0.114429 3.244402 0.010 -0.074 0.036 0.087
C -6.563032 4.077424 3.848588 0.111 -0.093 0.011 0.074
C -7.813238 4.545884 3.971669 0.246 0.147 -0.080 -0.235
C -8.957385 3.655698 4.376059 -0.089 -0.388 0.083 -0.312
O -10.056361 4.162149 4.482686 0.032 0.186 -0.054 0.120
C -8.684378 2.247930 4.611388 -0.110 0.099 -0.006 0.079
C -7.436006 1.777992 4.485897 -0.277 -0.099 0.110 -0.228
C -6.286863 2.677873 4.104997 0.108 0.393 -0.126 -0.302
O -5.168784 2.195413 4.019946 -0.098 -0.288 0.101 0.095
O -7.140126 0.497456 4.688439 0.219 0.205 0.017 0.109
O -8.137226 5.809431 3.752006 -0.134 -0.057 0.043 0.125
H -5.734236 4.707647 3.559611 -0.009 0.015 -0.002 0.134
H -9.516011 1.614474 4.885625 0.021 -0.026 0.009 0.139
H -6.181025 0.392304 4.542995 -0.038 -0.046 -0.077 0.091
H -9.098731 5.878140 3.913256 -0.029 0.012 0.008 0.125
C -1.467884 -5.877878 2.659482 -0.033 -0.139 -0.060 0.083
C -1.191038 -4.581215 2.830814 0.027 -0.159 0.249 -0.227
C -1.284675 -3.600362 1.698804 -0.145 -0.026 -0.417 -0.286
O -1.035789 -2.428825 1.940545 0.203 -0.031 0.144 0.097
C -1.663276 -4.066615 0.390405 0.035 0.138 -0.082 0.085
C -1.944536 -5.366489 0.206268 0.022 0.206 -0.112 -0.224
C -1.873824 -6.357895 1.341739 0.099 0.022 0.388 -0.304
O -2.156731 -7.513397 1.104513 -0.026 -0.005 -0.187 0.126
O -2.297710 -5.872964 -0.961136 0.002 -0.145 0.112 0.135
O -0.818858 -4.055070 4.000584 0.023 0.096 -0.162 0.100
H -1.408016 -6.598759 3.462583 -0.013 0.007 0.007 0.138
H -1.707515 -3.329713 -0.401122 -0.083 -0.093 -0.077 0.112
H -2.445047 -6.827994 -0.816869 -0.021 -0.027 -0.015 0.127
H -0.698962 -3.096736 3.845729 -0.045 0.041 0.050 0.082
C -0.170687 0.999448 -3.254726 0.069 0.044 0.009 0.091
C -1.109021 0.334580 -2.568341 0.129 0.347 -0.077 -0.208
C -1.278333 -1.156954 -2.694587 0.140 -0.374 -0.260 -0.306
O -2.140121 -1.707683 -2.029446 -0.081 0.382 0.236 0.091
C -0.408727 -1.868219 -3.608644 -0.089 0.031 0.133 0.079
C 0.533354 -1.207507 -4.303116 -0.043 -0.322 -0.071 -0.220
C 0.714455 0.281448 -4.151453 -0.148 0.144 0.129 -0.265
O 1.597224 0.826633 -4.788906 -0.110 -0.095 0.047 0.106
O 1.345880 -1.812137 -5.148342 0.048 0.381 0.105 0.112
O -1.943896 0.960347 -1.736034 -0.056 -0.579 0.014 0.082
H -0.042011 2.069819 -3.170091 0.026 -0.053 -0.037 0.109
H -0.551172 -2.935245 -3.705417 0.018 -0.004 -0.032 0.138
H 1.953365 -1.147830 -5.555246 -0.060 -0.272 -0.049 0.079
H -2.527760 0.272342 -1.360967 -0.096 0.056 -0.007 0.115
C 5.010161 1.804990 -8.219832 0.134 0.038 -0.093 0.074
C 4.078107 1.144903 -7.516600 -0.011 0.249 0.009 -0.222
C 3.909109 -0.354610 -7.636753 0.246 -0.192 -0.293 -0.258
O 3.048797 -0.885156 -6.947748 0.054 0.179 0.030 0.067
C 4.766244 -1.080574 -8.557572 0.039 0.382 0.305 0.074
C 5.693918 -0.403560 -9.252772 -0.065 -0.321 -0.033 -0.225
C 5.882849 1.082042 -9.120936 -0.144 0.371 0.173 -0.316
O 6.762553 1.601771 -9.781674 0.070 -0.172 -0.107 0.112
O 6.515823 -0.991888 -10.108542 0.044 0.131 0.011 0.125
O 3.259704 1.767843 -6.682428 -0.027 -0.376 -0.132 0.110
H 5.141898 2.874682 -8.141810 -0.031 0.005 0.033 0.137
H 4.645710 -2.142109 -8.659147 -0.026 -0.100 0.035 0.112
H 7.082869 -0.283308 -10.471065 0.027 0.024 -0.014 0.123
H 2.660292 1.112557 -6.263135 0.157 0.210 0.056 0.073
C -1.294431 7.114611 -1.197441 0.117 0.021 -0.073 0.078
C -2.237602 6.457213 -0.508091 0.072 0.275 -0.041 -0.236
C -2.417107 4.966229 -0.623259 0.164 -0.261 -0.210 -0.306
O -3.281451 4.443064 0.055341 -0.048 0.153 0.121 0.107
C -1.550493 4.239083 -1.534182 -0.092 -0.081 0.119 0.080
C -0.612235 4.898133 -2.224043 -0.123 -0.304 0.012 -0.224
C -0.412761 6.381894 -2.091253 -0.151 0.327 0.164 -0.313
O 0.477442 6.893082 -2.742852 0.078 -0.162 -0.094 0.116
O 0.206784 4.284223 -3.073934 0.112 0.320 0.002 0.098
O -3.078089 7.057794 0.324367 -0.024 -0.140 0.025 0.118
H -1.156833 8.183661 -1.118994 -0.020 0.003 0.018 0.138
H -1.687453 3.171409 -1.630298 -0.076 0.052 0.034 0.104
H 0.790640 4.975088 -3.443865 0.013 0.011 -0.018 0.128
H -3.650343 6.354349 0.685478 -0.032 -0.023 0.005 0.117
C 2.139186 -4.011364 -10.937779 0.117 0.064 0.130 0.079
C 1.122189 -4.367660 -11.735961 0.274 -0.024 -0.025 -0.235
C -0.314373 -4.111636 -11.358615 -0.222 0.162 0.324 -0.313
O -1.173504 -4.450839 -12.149230 0.110 -0.095 -0.150 0.112
C -0.590695 -3.482042 -10.079232 -0.103 -0.049 -0.121 0.076
C 0.426078 -3.129547 -9.280978 -0.296 0.037 0.061 -0.229
C 1.859798 -3.363963 -9.671707 0.177 -0.137 -0.258 -0.288
O 2.714660 -2.989301 -8.887805 -0.296 -0.301 -0.055 0.085
O 0.255650 -2.553350 -8.098506 0.168 0.001 -0.022 0.114
O 1.294019 -4.963350 -12.905294 -0.147 0.016 0.011 0.123
H 3.172921 -4.187564 -11.199916 -0.010 -0.009 -0.034 0.137
H -1.624537 -3.317409 -9.810951 0.005 0.016 0.016 0.136
H 1.148373 -2.404478 -7.724668 0.021 0.014 0.025 0.096
H 0.400020 -5.105051 -13.273239 -0.032 0.001 -0.020 0.123
```
Positions in Å, forces in eV/Å.